6
Properties=species:S:1:pos:R:3:forces:R:3:mulliken_charge:R:1 method="wB97M-V/def2-TZVPD" total_energy_ha=-115.6986 charge=0 orbital_gap_ha=0.4268 smiles=CO lumo_ha=0.0392 e_homo_ev=-10.55
C 0.4532 0.2707 0.3382 1.4 0.6 0.8 -0.5973
H 1.3573 0.3917 -0.1963 1.2 -0.3 -0.6 0.2447
H 0.6340 -0.2581 1.2553 0.3 -0.6 0.5 0.2623
H 0.2471 1.2808 0.6324 -0.9 0.8 0.1 0.2711
H -1.2048 -0.2394 -0.0269 -6.7 0.5 3.1 0.2644
O -0.4691 -0.3499 -0.4617 4.8 -1.0 -3.9 -0.4451

---

12
Properties=species:S:1:pos:R:3:forces:R:3:mulliken_charge:R:1 method="wB97M-V/def2-TZVPD" total_energy_ha=-265.3866 charge=0 orbital_gap_ha="0.2738 / 0.2738" smiles=Cc1c[nH]cn1 lumo_ha="-0.0047 / -0.0046" e_homo_ev="-7.58 / -7.58"
C 0.1814 1.8390 -0.6163 -0.1 0.0 0.3 -1.0499
C -0.0360 0.4888 -0.0061 0.2 0.0 0.0 0.7940
C 0.9971 -0.5112 0.1132 0.8 0.7 -0.9 -0.7389
N 0.1499 -1.6903 -0.0983 -0.2 -0.2 1.6 -0.1235
C -0.9994 -1.3282 0.4303 -1.0 -0.6 -0.5 -0.0539
N -1.2533 -0.0184 0.3090 0.2 -0.3 -0.1 -0.5633
H 0.9698 2.3944 -0.0992 -0.1 -0.1 0.0 0.3117
H -0.7318 2.4349 -0.6778 0.1 -0.1 0.2 0.3194
H 0.5580 1.6765 -1.6394 -0.1 -0.1 0.4 0.2648
H 1.0598 -0.6660 1.2349 1.7 0.8 -0.9 0.2338
H 0.5454 -2.6191 -0.1051 -0.2 0.0 0.6 0.2592
H -1.4408 -2.0004 1.1548 -1.3 -0.2 -0.8 0.3466

---

11
Properties=species:S:1:pos:R:3:forces:R:3:mulliken_charge:R:1 method="wB97M-V/def2-TZVPD" total_energy_ha=-231.0788 charge=0 orbital_gap_ha=0.3484 smiles="CC=O.C#C" lumo_ha=0.0182 e_homo_ev=-8.99
C -0.8873 -0.8535 0.3676 0.3 1.2 -1.6 -1.1217
C -0.5910 0.4230 -0.6781 -4.9 -2.7 2.0 0.0897
C 1.5820 0.5607 -0.4513 1.5 0.3 3.0 -0.3001
C 1.3354 0.5573 0.7526 0.9 0.6 -2.3 -0.3906
O -1.2940 1.4080 -0.5239 1.6 0.1 -0.4 -0.5306
H -0.5160 -0.0745 -1.6588 1.3 0.6 -0.4 0.3728
H 2.3731 0.6598 -1.1592 -0.4 -0.1 -0.8 0.3899
H 1.0435 0.7538 1.7532 -0.3 -0.3 0.2 0.4302
H -1.7344 -1.2987 -0.1534 -0.2 -0.1 0.1 0.3377
H -1.2242 -0.5421 1.3537 0.2 0.2 0.0 0.3397
H -0.0871 -1.5939 0.3976 0.0 0.2 0.1 0.3831

---

53
Properties=species:S:1:pos:R:3:forces:R:3:mulliken_charge:R:1 method="wB97M-V/def2-TZVPD" total_energy_ha=-1491.2465 charge=0 orbital_gap_ha=0.3242 smiles="CC(C)N(C(C)C)S(=O)(=O)c1ccc(N2CCc3ccccc3C2)nc1" lumo_ha=0.0219 e_homo_ev=-8.23
C -1.5292 -2.2146 0.6150 0.3 0.0 0.1 -1.5153
H -1.4691 -2.5468 -0.4186 -0.1 0.0 -0.1 0.4334
H -2.4677 -2.5637 1.0334 -0.1 0.0 0.0 0.3213
H -1.5189 -1.1275 0.6310 0.0 0.1 0.0 0.3057
C -0.3289 -2.7608 1.3949 -0.2 -0.2 -0.7 0.5384
N -0.1481 -2.0629 2.6558 1.0 0.6 0.2 0.3666
S 1.3987 -1.4526 2.8126 -0.2 0.2 -0.4 1.3628
O 1.4984 -0.8058 4.0895 -0.3 0.1 0.1 -0.7434
O 2.3913 -2.4391 2.4790 -0.1 0.0 -0.2 -0.6862
C 1.3898 -0.2068 1.5420 0.1 -0.4 0.4 -0.0058
C 2.2154 -0.2586 0.4366 0.0 -0.3 0.4 -0.2593
N 2.1943 0.6438 -0.5222 -0.1 0.3 -0.3 -0.3807
C 1.3463 1.6817 -0.4343 0.2 -0.4 0.4 1.1190
N 1.4111 2.5797 -1.4435 0.0 0.2 -0.2 0.1299
C 2.3303 2.3763 -2.5412 0.2 -0.3 -0.3 -1.0756
C 1.5848 1.7436 -3.7134 0.1 0.1 0.2 -0.8599
C 0.3697 2.5601 -4.0531 0.0 0.0 0.0 0.5698
C -0.2183 2.4619 -5.3090 -0.1 0.0 0.0 -0.6458
C -1.3362 3.2067 -5.6317 0.0 0.0 -0.1 -0.5934
C -1.8817 4.0688 -4.6945 -0.1 0.1 0.0 -0.5220
C -1.3059 4.1721 -3.4429 0.1 0.0 0.0 -0.7046
C -0.1844 3.4214 -3.1109 0.0 0.0 -0.1 1.0759
C 0.4133 3.5788 -1.7293 -0.1 0.3 0.2 -1.2932
H -0.3923 3.5361 -0.9966 0.1 0.0 0.0 0.3277
H 0.8738 4.5767 -1.6590 -0.1 -0.1 0.1 0.2756
H -1.7281 4.8436 -2.7084 -0.1 0.1 0.1 0.4109
H -2.7535 4.6571 -4.9383 -0.1 0.0 0.0 0.3846
H -1.7805 3.1189 -6.6118 0.0 0.0 -0.1 0.3872
H 0.2135 1.7918 -6.0385 0.1 -0.1 -0.1 0.4319
H 2.2387 1.6607 -4.5828 0.0 0.0 0.0 0.4698
H 1.2769 0.7333 -3.4283 0.1 0.0 0.0 0.3007
H 3.1390 1.7329 -2.1993 0.0 0.2 -0.1 0.4629
H 2.7293 3.3529 -2.8344 0.0 0.0 0.0 0.4029
C 0.4902 1.8286 0.6817 -0.1 -0.1 0.1 -0.7675
C 0.5185 0.8696 1.6645 0.1 0.1 -0.2 -1.0771
H -0.1101 0.9354 2.5390 -0.1 0.1 0.1 0.4488
H -0.1613 2.6807 0.7836 0.0 0.1 0.0 0.3455
H 2.9218 -1.0693 0.3218 0.1 -0.1 0.0 0.5295
C -0.8326 -2.3387 3.9099 -0.1 0.0 0.7 0.3586
C -0.3011 -3.5786 4.6365 0.0 0.2 -0.1 -1.4013
H -0.6194 -3.5527 5.6762 0.0 0.0 0.1 0.4556
H 0.7857 -3.5702 4.6064 0.1 -0.1 0.1 0.3684
H -0.6637 -4.4992 4.1887 0.0 -0.1 0.0 0.2698
C -2.3508 -2.3782 3.7685 0.3 0.1 -0.1 -1.5517
H -2.6760 -3.2690 3.2381 -0.1 -0.1 -0.1 0.2491
H -2.7094 -1.4984 3.2419 -0.1 0.1 -0.1 0.3714
H -2.7948 -2.3939 4.7611 0.0 0.0 0.1 0.4589
H -0.5688 -1.4705 4.5246 -0.2 -0.2 0.0 0.4475
C -0.3661 -4.2850 1.4875 0.2 0.3 0.0 -1.6921
H -0.3505 -4.7015 0.4828 0.0 -0.1 -0.1 0.4436
H -1.2663 -4.6325 1.9868 -0.1 -0.1 0.1 0.2544
H 0.5098 -4.6400 2.0228 0.1 -0.1 0.1 0.4220
H 0.5730 -2.4966 0.8296 -0.3 -0.2 -0.1 0.2748